(1)
Computed, not measured: C18H36BaBrN4OSSi as an isolated structure, with ωB97M-V with the def2-TZVPD basis set.

Each line ends with the Löwdin charge.
Cartesian coordinates (Å):
Ba 1.389 0.418 -0.923  1.47
O 2.428 5.859 -5.292  0.12
C 2.326 4.728 -4.586  -0.29
C 3.413 3.909 -4.279  0.02
C 3.186 2.771 -3.537  -0.13
N 1.972 2.406 -3.101  -0.11
C 0.965 3.206 -3.413  -0.74
Br -0.717 2.624 -2.745  0.81
C 1.056 4.370 -4.138  -0.02
H 3.336 6.013 -5.579  0.13
H 4.414 4.158 -4.609  0.13
H 4.008 2.114 -3.278  0.10
H 0.195 4.982 -4.362  0.13
N 2.625 -2.161 -0.912  -0.09
N 3.385 -1.714 0.206  -0.12
C 4.405 -0.838 0.015  -0.97
N 4.845 -0.205 1.125  0.10
S 4.988 -0.514 -1.522  0.65
H 2.495 -3.165 -0.820  0.11
H 3.271 -2.025 -1.701  0.00
H 2.880 -1.732 1.085  0.10
H 4.674 -0.606 2.037  0.12
H 5.710 0.302 1.025  0.10
C -1.663 -2.071 -1.551  -0.13
C -1.699 -2.253 -0.026  -0.66
C -3.112 -2.695 0.383  -0.09
C -0.750 -3.417 0.283  -0.12
Si -1.073 -0.608 0.831  0.66
C -2.485 0.752 0.821  -0.66
C -1.875 2.140 1.066  -0.13
C -3.601 0.529 1.852  -0.09
C -3.149 0.813 -0.559  -0.13
C -0.527 -0.975 2.687  -0.65
C -1.507 -1.860 3.473  -0.09
C -0.355 0.332 3.468  -0.12
C 0.850 -1.649 2.707  -0.14
H -2.079 -2.955 -2.049  0.09
H -0.628 -1.976 -1.912  0.04
H -2.222 -1.206 -1.904  0.05
H -3.350 -3.669 -0.063  0.09
H -3.877 -1.995 0.044  0.06
H -3.211 -2.797 1.464  0.07
H -1.007 -4.279 -0.343  0.09
H -0.814 -3.745 1.321  0.07
H 0.292 -3.157 0.071  0.04
H -1.374 2.232 2.028  0.05
H -2.661 2.904 1.035  0.09
H -1.153 2.405 0.283  0.02
H -3.237 0.606 2.877  0.06
H -4.073 -0.448 1.740  0.07
H -4.385 1.287 1.735  0.09
H -2.419 0.958 -1.360  0.00
H -3.848 1.658 -0.595  0.09
H -3.721 -0.085 -0.792  0.07
H -2.519 -1.454 3.459  0.07
H -1.198 -1.935 4.523  0.09
H -1.552 -2.876 3.080  0.06
H -1.303 0.834 3.655  0.07
H 0.304 1.040 2.953  0.07
H 0.094 0.121 4.446  0.09
H 0.887 -2.588 2.151  0.06
H 1.156 -1.861 3.739  0.09
H 1.594 -0.955 2.286  0.03

## Properties
charge = +1
HOMO energy = -8.8 eV
spin multiplicity = 1
energy relative to the best compared isomer or geometry (same formula, charge and spin) = 17.1 kcal/mol
electronic energy = -4288.722081 Ha
molar mass = 601.90 g/mol

---

(2)
Computed, not measured: a 9-piece molecular cluster, C18H36Br10O8 overall in a non-equilibrium geometry, with ωB97M-V with the def2-TZVPD basis set.

Each line ends with the Löwdin charge.
Cartesian coordinates (Å):
Br -4.340 7.353 -2.321  0.54
C -4.146 7.769 -0.350  -0.58
C -3.028 6.784 0.238  -0.69
Br -2.999 6.588 2.204  0.57
H -5.087 7.447 0.096  0.04
H -3.888 8.824 -0.258  0.05
H -2.068 7.168 -0.108  0.04
H -3.094 5.793 -0.210  0.03
Br 2.743 0.780 -8.172  0.54
C 3.452 0.468 -6.332  -0.63
C 2.347 -0.048 -5.395  -0.67
Br 1.360 -1.668 -5.989  0.55
H 3.837 1.464 -6.110  0.05
H 4.229 -0.289 -6.438  0.05
H 1.692 0.820 -5.317  0.05
H 2.741 -0.183 -4.388  0.06
Br -6.833 -2.071 10.832  0.54
C -5.736 -1.503 9.226  -0.64
C -6.542 -0.566 8.346  -0.65
Br -5.863 -0.729 6.459  0.55
H -5.437 -2.421 8.721  0.04
H -4.851 -1.000 9.614  0.06
H -6.397 0.473 8.643  0.06
H -7.623 -0.703 8.355  0.05
Br 3.837 -8.624 -2.284  0.48
C 2.445 -7.396 -3.274  -0.52
C 1.987 -6.554 -2.117  -0.76
Br 0.538 -7.342 -1.052  0.58
H 1.720 -8.054 -3.754  0.05
H 2.959 -6.762 -3.996  0.07
H 1.525 -5.650 -2.513  0.05
H 2.817 -6.176 -1.520  0.05
Br -3.867 -6.221 -7.900  0.53
C -4.528 -7.454 -6.427  -0.63
C -3.829 -7.237 -5.082  -0.67
Br -3.875 -5.360 -4.445  0.54
H -4.451 -8.525 -6.609  0.07
H -5.580 -7.230 -6.253  0.05
H -2.782 -7.531 -5.154  0.05
H -4.328 -7.781 -4.280  0.05
C 4.524 8.457 0.955  -0.05
C 5.189 7.144 1.249  -0.26
C 5.510 6.187 -0.009  -0.01
O 6.980 5.929 0.087  0.07
C 7.527 6.562 1.084  -0.56
O 8.720 6.614 1.318  0.13
O 6.576 7.360 1.735  0.02
H 4.283 8.991 1.874  0.08
H 3.625 8.426 0.339  0.09
H 5.129 9.239 0.496  0.09
H 4.754 6.592 2.082  0.14
H 5.400 6.684 -0.973  0.12
H 4.830 5.338 0.058  0.12
C -2.034 -2.111 1.682  -0.03
C -1.623 -1.135 0.607  -0.26
C -2.112 0.287 0.970  -0.13
O -1.008 1.060 0.726  0.08
C 0.093 0.274 0.782  -0.65
O 1.205 0.683 0.604  0.15
O -0.266 -0.905 0.895  0.12
H -3.114 -2.217 1.586  0.09
H -1.612 -1.974 2.677  0.10
H -1.772 -3.126 1.382  0.08
H -1.742 -1.480 -0.420  0.17
H -2.542 0.382 1.967  0.14
H -2.917 0.520 0.273  0.13
O 1.669 -4.162 5.134  -0.05
H 1.805 -3.729 4.292  0.02
H 1.872 -3.490 5.785  0.03
O 3.625 -3.009 1.912  -0.05
H 4.073 -3.703 2.395  0.03
H 4.298 -2.343 1.770  0.03

## Properties
structure (SMILES) = C[C@H]1COC(=O)O1.C[C@H]1COC(=O)O1.BrCCBr.BrCCBr.BrCCBr.BrCCBr.BrCCBr.O.O
HOMO energy = -10.1 eV
spin multiplicity = 1
energy relative to the best compared isomer or geometry (same formula, charge and spin) = 98.5 kcal/mol
electronic energy = -27049.434324 Ha
molar mass = 1179.52 g/mol